Formula: C5H10O
Source: OMol25
Level of theory: ωB97M-V/def2-TZVPD

XYZ file:
```
16
C5H10O (ωB97M-V/def2-TZVPD)
C 1.07 -2.09 0.80
C 1.40 -0.63 0.98
C 2.68 -0.22 1.13
H 0.14 -2.20 0.31
H 1.78 -2.46 0.08
H 0.97 -2.68 1.72
H 0.53 0.05 0.85
H 3.04 0.74 0.73
H 3.33 -0.81 1.78
O -2.78 -0.28 -1.60
C -2.48 0.94 -1.81
C -1.82 1.82 -0.80
H -3.00 1.49 -2.55
H -1.64 2.83 -1.32
H -0.88 1.45 -0.43
H -2.35 2.06 0.14
```

The spin multiplicity is 2. As for the total energy: -7382.9552 eV. The net charge is +1. The HOMO energy (alpha / beta) is -0.473 / -0.473 hartree.